(1)
Entry from the OMol25 dataset: a structure of composition C42H46BClO5P2Rh at a distorted geometry (ωB97M-V/def2-TZVPD).

Structure (XYZ):
```
98
Properties=species:S:1:pos:R:3
Rh 0.21338 0.19121 0.62863
C -1.94323 1.60651 3.54003
C -0.66439 2.34812 3.17099
P 0.65309 1.23000 2.49403
C 2.17979 2.19220 2.39500
C 3.09318 2.13325 1.33823
C 4.16951 3.01430 1.33721
C 4.34213 3.97515 2.33736
C 3.41418 4.06138 3.36918
C 2.43739 3.09896 3.45971
C 1.07130 0.21817 3.97286
C 1.81283 -0.94906 3.71979
C 2.34472 -1.61395 4.79720
C 1.93113 -1.26698 6.10750
C 1.08969 -0.16995 6.31907
C 0.62751 0.57226 5.24841
C -2.80042 1.24895 2.35472
P -1.96703 0.20852 1.11885
C -2.98530 0.14931 -0.31923
C -2.46770 -0.19357 -1.58205
C -3.37205 -0.09301 -2.64176
C -4.69991 0.35921 -2.51624
C -5.19318 0.57272 -1.21224
C -4.31452 0.40647 -0.10576
C -2.18075 -1.52147 1.78186
C -2.61278 -2.51512 0.93772
C -2.73722 -3.76602 1.51919
C -2.39071 -4.06418 2.80231
C -1.92384 -3.01659 3.61332
C -1.78689 -1.72700 3.11160
H -2.52432 2.29762 4.21178
H -1.78837 0.69814 4.07289
H -0.24385 2.85747 4.05677
H -0.82332 3.11117 2.37492
H 3.06380 1.31943 0.61165
H 4.88809 2.99425 0.51957
H 5.18424 4.61770 2.33965
H 3.45370 4.84522 4.12518
H 1.69994 3.17015 4.27194
H 1.78783 -1.42883 2.70296
H 3.09744 -2.37085 4.62558
H 2.33471 -1.80772 6.94594
H 0.83081 0.07383 7.35470
H -0.16792 1.28381 5.39968
H -3.18390 2.13241 1.81551
H -3.72327 0.68097 2.66669
H -1.44318 -0.49790 -1.67261
H -2.99401 -0.19247 -3.64897
H -5.28688 0.43362 -3.41206
H -6.20659 0.85223 -1.04092
H -4.71340 0.41110 0.89348
H -2.88383 -2.33495 -0.08661
H -3.15955 -4.55700 0.94668
H -2.47644 -5.11601 3.13713
H -1.75355 -3.09121 4.68589
H -1.23536 -0.94739 3.59841
C 3.00729 2.80196 -2.94132
C 1.54733 2.99340 -2.60298
C 1.15558 4.47787 -2.75060
O 1.44371 2.67228 -1.11725
B 0.60009 1.60650 -0.98887
O 0.05848 1.11925 -2.17051
C 0.64042 1.92039 -3.28762
C -0.48420 2.53593 -4.14567
C 1.26881 0.89992 -4.27225
H 3.65967 3.17893 -2.14284
H 3.23614 3.39964 -3.88724
H 3.29529 1.76166 -3.10642
H 1.76033 5.09020 -2.11589
H 0.11129 4.72228 -2.50517
H 1.47890 4.73901 -3.76625
H -1.06260 3.30691 -3.53985
H -1.21475 1.80742 -4.56054
H -0.11353 3.00729 -5.11015
H 2.10597 0.39620 -3.85687
H 1.64547 1.44869 -5.13216
H 0.45186 0.26197 -4.66159
C 0.21841 -3.04659 -5.45028
C -0.16041 -3.52186 -4.00501
C -1.43062 -3.78905 -3.60121
C -1.62025 -4.56457 -2.38852
Cl -3.15461 -5.10560 -1.93634
C -0.53308 -5.03130 -1.70451
C 0.67847 -4.39740 -1.89578
C 0.80147 -3.53005 -2.96500
O 1.56248 -2.44382 -2.82361
C 2.33508 -2.35061 -1.64610
C 1.66792 -1.69905 -0.47399
O 0.99082 -2.28183 0.41099
O 1.75921 -0.38552 -0.50648
H -0.12895 -2.01496 -5.69027
H -0.28610 -3.68832 -6.15627
H 1.31422 -3.16390 -5.58957
H -2.32309 -3.82787 -4.25779
H -0.67391 -5.82152 -0.93989
H 1.48773 -4.55954 -1.17471
H 3.15254 -1.68285 -1.90894
H 2.67841 -3.36602 -1.22802
```

Output
Net charge = +1
Multiplicity = 5
ΔE to the lowest compared entry with this formula, charge and spin = 42.0 kcal/mol
HOMO level (alpha / beta) = -7.48 / -10.61 eV
<S²> = 6.029
Orbital gap (alpha / beta) = 4.027 / 4.114 eV

Mulliken analysis output, partial charges in e: atom 1 (Rh): 0.15, atom 2 (C): -0.61, atom 3 (C): -1.27, atom 4 (P): 2.09, atom 5 (C): 0.70, atom 6 (C): 0.00, atom 7 (C): -0.71, atom 8 (C): -0.62, atom 9 (C): -0.90, atom 10 (C): -0.62, atom 11 (C): 0.56, atom 12 (C): -0.16, atom 13 (C): -0.84, atom 14 (C): -0.53, atom 15 (C): -1.04, atom 16 (C): -0.24, atom 17 (C): -1.45, atom 18 (P): 1.86, atom 19 (C): 0.31, atom 20 (C): 0.32, atom 21 (C): -0.96, atom 22 (C): -0.87, atom 23 (C): -0.96, atom 24 (C): -0.53, atom 25 (C): 1.27, atom 26 (C): -0.48, atom 27 (C): -0.56, atom 28 (C): -1.09, atom 29 (C): -1.12, atom 30 (C): -0.64, atom 31 (H): 0.40, atom 32 (H): 0.33, atom 33 (H): 0.49, atom 34 (H): 0.56, atom 35 (H): 0.10, atom 36 (H): 0.42, atom 37 (H): 0.44, atom 38 (H): 0.42, atom 39 (H): 0.14, atom 40 (H): 0.06, atom 41 (H): 0.45, atom 42 (H): 0.46, atom 43 (H): 0.41, atom 44 (H): 0.36, atom 45 (H): 0.51, atom 46 (H): 0.54, atom 47 (H): 0.33, atom 48 (H): 0.40, atom 49 (H): 0.46, atom 50 (H): 0.50, atom 51 (H): 0.44, atom 52 (H): 0.39, atom 53 (H): 0.43, atom 54 (H): 0.38, atom 55 (H): 0.48, atom 56 (H): -0.04, atom 57 (C): -1.65, atom 58 (C): 1.82, atom 59 (C): -2.01, atom 60 (O): -0.88, atom 61 (B): 0.54, atom 62 (O): 0.42, atom 63 (C): 1.12, atom 64 (C): -1.85, atom 65 (C): -1.96, atom 66 (H): 0.27, atom 67 (H): 0.43, atom 68 (H): 0.29, atom 69 (H): 0.51, atom 70 (H): 0.31, atom 71 (H): 0.44, atom 72 (H): 0.27, atom 73 (H): 0.37, atom 74 (H): 0.36, atom 75 (H): 0.33, atom 76 (H): 0.47, atom 77 (H): 0.19, atom 78 (C): -1.43, atom 79 (C): 0.56, atom 80 (C): -0.69, atom 81 (C): 0.33, atom 82 (Cl): -0.09, atom 83 (C): -0.60, atom 84 (C): -0.39, atom 85 (C): 0.94, atom 86 (O): -0.24, atom 87 (C): -1.50, atom 88 (C): 1.28, atom 89 (O): -0.70, atom 90 (O): -0.36, atom 91 (H): 0.21, atom 92 (H): 0.48, atom 93 (H): 0.36, atom 94 (H): 0.52, atom 95 (H): 0.41, atom 96 (H): 0.30, atom 97 (H): 0.49, atom 98 (H): 0.34



(2)
Entry from the OMol25 dataset: a structure of composition CH4N2O2 at a distorted geometry (ωB97M-V/def2-TZVPD).

Structure (XYZ):
```
9
Properties=species:S:1:pos:R:3
C -0.94699 -0.19794 0.63154
H 0.69772 0.71615 -2.01356
H -1.58486 0.06380 -1.36561
H -1.78895 -0.41132 1.19703
H 1.08228 -0.11990 -0.37060
N -0.87646 0.47812 -0.70482
N 0.13165 -0.61527 1.37899
O 0.36617 0.05038 -1.41413
O 1.19501 0.18698 0.66966
```

Output
Net charge = 0
Multiplicity = 1
ΔE to the lowest compared entry with this formula, charge and spin = 131.3 kcal/mol
HOMO level = -9.06 eV
Orbital gap = 9.413 eV

natural (NBO) analysis output, partial charges in e: atom 1 (C): 0.11, atom 2 (H): 0.51, atom 3 (H): 0.38, atom 4 (H): 0.21, atom 5 (H): 0.46, atom 6 (N): -0.32, atom 7 (N): -0.11, atom 8 (O): -0.57, atom 9 (O): -0.67



(3)
Entry from the OMol25 dataset: a structure of composition C18H15Br2CoN5OS (ωB97M-V/def2-TZVPD).

Structure (XYZ):
```
43
Properties=species:S:1:pos:R:3
Co -0.42677 0.04845 0.76043
C -2.64661 3.61755 0.42172
C -1.65224 2.51616 0.36998
N -1.83191 1.38771 0.97234
N -2.96899 1.19769 1.69962
C -2.98724 -0.00962 2.20402
N -4.03578 -0.38852 2.94009
S -1.72228 -1.20460 1.94900
C -0.36655 2.61087 -0.35714
C 0.13417 3.77767 -0.89966
C 1.38471 3.74944 -1.50594
C 2.09181 2.56364 -1.55357
C 1.52964 1.43186 -0.98265
N 0.33139 1.45592 -0.41125
H -3.64902 3.20129 0.33709
H -2.48175 4.34885 -0.36403
H -2.59696 4.11670 1.39251
H -4.76477 0.27698 3.13565
H -4.04719 -1.28012 3.40101
H -0.43040 4.69574 -0.83861
H 1.80120 4.65333 -1.92923
H 3.06845 2.50534 -2.01109
H 2.04784 0.48184 -0.98201
C -1.78003 -1.50637 -1.76116
C -0.45268 -2.02054 -1.30296
C 0.14847 -3.13437 -1.93459
C 1.36065 -3.60641 -1.52217
C 2.03579 -2.97816 -0.44922
C 3.29768 -3.32647 0.08826
Br 4.26127 -4.77877 -0.63157
C 3.82721 -2.60978 1.12781
C 3.14101 -1.51729 1.69528
Br 3.91192 -0.55566 3.10950
C 1.90355 -1.14854 1.21808
O 1.16050 -0.14891 1.66278
C 1.38029 -1.89039 0.13735
N 0.16672 -1.43276 -0.30104
H -1.76652 -1.34532 -2.83929
H -2.04892 -0.57343 -1.26867
H -2.55827 -2.23951 -1.54369
H -0.37733 -3.60363 -2.75459
H 1.81453 -4.45889 -2.00960
H 4.79339 -2.87896 1.53121
```

Output
Net charge = +1
Multiplicity = 1
HOMO level (alpha / beta) = -10.67 / -10.68 eV
Orbital gap (alpha / beta) = 6.061 / 6.050 eV

natural (NBO) analysis output, partial charges in e: atom 1 (Co): 1.13, atom 2 (C): -0.69, atom 3 (C): 0.31, atom 4 (N): -0.34, atom 5 (N): -0.42, atom 6 (C): 0.31, atom 7 (N): -0.76, atom 8 (S): -0.10, atom 9 (C): 0.16, atom 10 (C): -0.21, atom 11 (C): -0.12, atom 12 (C): -0.23, atom 13 (C): 0.11, atom 14 (N): -0.47, atom 15 (H): 0.27, atom 16 (H): 0.23, atom 17 (H): 0.27, atom 18 (H): 0.42, atom 19 (H): 0.42, atom 20 (H): 0.24, atom 21 (H): 0.24, atom 22 (H): 0.25, atom 23 (H): 0.22, atom 24 (C): -0.66, atom 25 (C): 0.29, atom 26 (C): -0.26, atom 27 (C): -0.09, atom 28 (C): -0.04, atom 29 (C): -0.12, atom 30 (Br): 0.10, atom 31 (C): -0.21, atom 32 (C): -0.17, atom 33 (Br): 0.12, atom 34 (C): 0.34, atom 35 (O): -0.65, atom 36 (C): 0.07, atom 37 (N): -0.43, atom 38 (H): 0.25, atom 39 (H): 0.22, atom 40 (H): 0.26, atom 41 (H): 0.24, atom 42 (H): 0.25, atom 43 (H): 0.25



Number 1: calculated total energy -89312.791 eV. Number 2: calculated total energy -8170.992 eV. Number 3: calculated total energy -216950.227 eV.